[1]
11
Properties=species:S:1:pos:R:3 method="wB97M-V/def2-TZVPD" orbital_gap_ev=10.7286 smiles="CO/C=N/C=O"
C 1.652 0.551 0.404
N -0.505 -0.487 -0.083
C -0.597 0.777 -0.028
O 0.516 1.445 0.224
C -1.521 -1.329 -0.466
O -1.311 -2.505 -0.623
H 1.653 -0.293 -0.292
H 1.603 0.124 1.408
H 2.517 1.182 0.253
H -1.489 1.410 -0.165
H -2.518 -0.876 -0.633

***

[2]
18
Properties=species:S:1:pos:R:3 method="wB97M-V/def2-TZVPD" orbital_gap_ev=11.1071 smiles=CC[C@H]1C[C@H]1C
C 1.770 1.040 -0.540
C 1.359 -0.222 0.217
C 0.160 -0.879 -0.434
C -0.892 -1.607 0.356
C -1.232 -0.307 -0.322
C -1.566 0.916 0.504
H 1.966 0.812 -1.594
H 0.963 1.782 -0.510
H 2.671 1.498 -0.119
H 1.142 0.019 1.265
H 2.194 -0.936 0.239
H 0.391 -1.310 -1.409
H -0.804 -1.581 1.441
H -1.305 -2.532 -0.035
H -1.828 -0.393 -1.230
H -2.593 0.847 0.883
H -1.490 1.837 -0.084
H -0.905 1.017 1.372

***

[3]
15
Properties=species:S:1:pos:R:3 method="wB97M-V/def2-TZVPD" orbital_gap_ev=8.4513 smiles="[H]/N=C(/NO)C(=S)NC"
C 1.860 -1.078 -0.435
C 0.399 1.083 0.018
C -0.870 0.116 0.193
H 2.401 -1.209 -1.496
H 2.390 -1.266 0.521
H 0.846 -1.774 -0.137
H 2.466 0.887 0.141
H -0.084 -1.055 1.397
H -1.873 1.864 -0.776
H -3.136 -0.502 0.369
N 1.558 0.311 -0.217
N -0.931 -0.904 0.973
N -2.063 0.859 -0.191
O -3.129 -0.015 -0.519
S 0.165 2.683 0.160

***

[4]
8
Properties=species:S:1:pos:R:3 method="wB97M-V/def2-TZVPD" orbital_gap_ev=9.1299 total_charge=+1
C -0.276 0.437 0.005
N 1.286 -1.550 -0.009
N 0.744 1.087 -0.026
N 1.871 -0.608 -0.001
N 2.001 0.647 -0.013
N -1.430 0.038 -0.025
H -2.101 0.021 0.831
H -2.095 -0.072 -0.761

***

[5]
70
Properties=species:S:1:pos:R:3 method="wB97M-V/def2-TZVPD" orbital_gap_ev="6.2560 / 3.8076" multiplicity=4 total_charge=+2
C -2.536 -1.165 3.903
C -3.103 -0.366 2.871
C -3.624 -1.248 1.841
H -3.167 0.721 2.858
C -3.334 -2.611 2.242
C -2.665 -2.559 3.528
H -2.335 -3.393 4.135
H -2.055 -0.743 4.805
H -4.105 -0.919 0.921
H -3.627 -3.513 1.722
Mn -1.444 -1.516 2.119
Si -0.657 -0.921 -0.510
C -0.763 0.445 -1.911
C 0.307 0.552 -2.803
H 1.195 -0.093 -2.717
C 0.320 1.535 -3.800
H 1.224 1.690 -4.378
C -0.787 2.356 -3.992
H -0.769 3.162 -4.736
C -1.914 2.147 -3.194
H -2.777 2.794 -3.337
C -1.914 1.198 -2.163
H -2.795 1.073 -1.524
C -0.529 -2.210 -1.951
C -1.489 -2.277 -2.994
H -2.500 -1.899 -2.818
C -1.125 -2.674 -4.292
H -1.834 -2.602 -5.129
C 0.173 -3.159 -4.551
H 0.463 -3.457 -5.568
C 1.065 -3.298 -3.482
H 2.061 -3.729 -3.660
C 0.688 -2.868 -2.191
H 1.391 -3.017 -1.371
H -2.012 -1.311 0.005
Si 2.700 1.857 -0.695
C 2.244 0.030 -0.384
C 1.020 -0.494 0.401
H 0.752 0.313 1.098
C 1.166 -1.797 1.059
H 0.216 -2.400 1.289
C 2.407 -2.357 1.270
H 2.549 -3.128 2.030
C 3.466 -1.951 0.475
H 4.402 -2.496 0.552
C 3.377 -0.779 -0.317
H 4.232 -0.409 -0.899
C 1.411 3.174 -0.982
C 0.193 3.100 -0.269
H 0.034 2.262 0.421
C -0.788 4.083 -0.421
H -1.750 3.988 0.093
C -0.573 5.163 -1.282
H -1.368 5.888 -1.483
C 0.677 5.289 -1.905
H 0.872 6.176 -2.507
C 1.669 4.309 -1.793
H 2.638 4.382 -2.310
H 4.066 2.164 -0.557
Cl 2.463 1.974 2.102
N -0.362 0.836 3.782
N 0.408 0.110 4.735
C 0.788 -1.164 4.641
N 1.708 -1.610 5.554
S 0.354 -2.348 3.466
H 0.286 1.240 3.087
H -0.740 1.641 4.309
H 0.742 0.655 5.563
H 1.904 -2.611 5.513
H 1.808 -1.215 6.485

***

[6]
76
Properties=species:S:1:pos:R:3 method="wB97M-V/def2-TZVPD" orbital_gap_ev=4.8137 total_charge=+3
W 0.538 0.361 -0.354
C 1.967 -2.614 2.040
C 0.507 -2.230 2.259
P 0.052 -0.456 2.051
C -1.742 -0.391 2.323
C -2.463 -1.446 2.873
C -3.813 -1.282 3.158
C -4.442 -0.070 2.925
C -3.721 0.999 2.406
C -2.378 0.834 2.117
C 0.776 0.319 3.520
C -0.007 0.557 4.650
C 0.594 1.001 5.819
C 1.965 1.211 5.867
C 2.744 0.999 4.736
C 2.152 0.562 3.564
C 2.443 -2.494 0.573
P 2.696 -0.765 0.065
C 1.524 2.072 0.387
C 1.549 3.013 1.411
C 1.832 4.341 1.131
C 2.092 4.746 -0.178
C 2.103 3.824 -1.212
C 1.838 2.486 -0.929
C 4.300 -0.310 0.604
C 5.125 -1.160 1.373
C 6.411 -0.774 1.672
C 6.909 0.441 1.192
C 6.102 1.294 0.439
C 4.805 0.934 0.156
H 2.076 -3.664 2.316
H 2.615 -2.042 2.706
H 0.252 -2.452 3.298
H -0.141 -2.817 1.610
H -1.993 -2.397 3.082
H -4.370 -2.113 3.570
H -5.492 0.052 3.156
H -4.203 1.956 2.250
H -1.786 1.686 1.773
H -1.075 0.390 4.625
H -0.014 1.180 6.695
H 2.426 1.550 6.785
H 3.810 1.182 4.773
H 2.754 0.424 2.671
H 1.703 -2.941 -0.094
H 3.383 -3.030 0.433
H 1.320 2.722 2.429
H 1.832 5.066 1.934
H 2.309 5.785 -0.392
H 2.366 4.135 -2.215
H 2.015 1.751 -1.732
H 4.767 -2.111 1.741
H 7.044 -1.416 2.268
H 7.933 0.720 1.402
H 6.497 2.234 0.079
H 4.170 1.595 -0.420
Br -2.288 -3.781 -0.029
C -1.791 -2.887 -1.600
C -2.284 -3.339 -2.831
C -1.906 -2.742 -4.007
Br -2.539 -3.433 -5.632
C -1.035 -1.615 -3.995
C -0.607 -0.913 -5.133
C 0.217 0.178 -4.979
C 0.611 0.571 -3.706
N 0.241 -0.068 -2.598
C -0.575 -1.157 -2.743
C -0.929 -1.807 -1.546
O -0.367 -1.304 -0.421
H -2.961 -4.182 -2.847
H -0.931 -1.231 -6.116
H 0.558 0.744 -5.834
H 1.240 1.445 -3.597
C -1.196 1.462 -0.373
H -2.172 1.036 -0.625
H -1.300 2.548 -0.318

***

[7]
13
Properties=species:S:1:pos:R:3 method="wB97M-V/def2-TZVPD" orbital_gap_ev=8.4191
O -0.662 0.922 -0.435
C -0.734 1.702 1.134
C -0.379 -0.468 -0.304
C 0.798 -0.900 0.492
C 0.798 -1.054 -1.012
H 0.115 1.363 -0.808
H -1.628 1.126 1.452
H -1.196 2.625 0.723
H -1.316 -1.010 -0.249
H 1.384 -0.095 0.925
H 0.695 -1.780 1.119
H 1.443 -0.389 -1.584
H 0.683 -2.041 -1.452

***

[8]
3
Properties=species:S:1:pos:R:3 method="wB97M-V/def2-TZVPD" orbital_gap_ev="12.1380 / 6.8636" multiplicity=3 total_charge=+3
Ag -22.929 -15.148 22.243
Ag -18.714 -15.518 22.236
I -20.868 -15.687 21.892

***

[9]
15
Properties=species:S:1:pos:R:3 method="wB97M-V/def2-TZVPD" orbital_gap_ev=10.2238 total_charge=+1 smiles="C/[NH+]=C/[C@H]1CN1"
C -0.273 0.837 -0.261
C 2.004 -0.006 0.701
C 1.191 0.654 -0.478
C -2.501 -0.243 0.143
N -1.065 -0.149 -0.113
N 1.721 -0.775 -0.463
H -0.781 1.870 -0.267
H 2.834 0.517 1.034
H 1.365 -0.456 1.521
H 1.656 1.427 -0.998
H -2.747 0.284 1.086
H -2.634 -1.298 0.081
H -2.976 0.211 -0.647
H 2.513 -0.821 -1.091
H -0.700 -1.114 -0.058

***

[10]
77
Properties=species:S:1:pos:R:3 method="wB97M-V/def2-TZVPD" orbital_gap_ev=9.5097 total_charge=+3
Zr 0.499 0.619 0.994
C -0.988 4.444 -1.977
C -0.879 2.949 -1.662
C -0.610 2.224 -3.004
C -1.219 0.840 -3.290
C -0.877 0.383 -4.696
C -2.718 0.783 -3.018
N -0.508 -0.082 -2.294
C -0.984 -1.468 -2.017
C -0.059 -2.200 -1.043
N 0.278 -1.573 0.282
C -0.902 -1.665 1.213
C -1.964 -0.643 0.780
O -3.131 -0.777 0.879
O -1.342 0.466 0.240
C 1.532 -2.216 0.849
C 1.411 -3.722 1.042
C 2.823 -1.898 0.056
C 3.206 -0.562 -0.685
C 4.652 -0.222 -0.326
C 3.125 -0.782 -2.193
N 2.349 0.680 -0.265
C 2.415 1.852 -1.225
C 1.540 3.055 -0.870
N 0.122 2.707 -0.506
C -0.365 3.578 0.655
C 0.109 2.725 1.801
O 1.358 2.417 1.785
O -0.671 1.879 2.316
H -1.872 4.592 -2.598
H -0.131 4.808 -2.547
H -1.114 5.076 -1.101
H -1.831 2.611 -1.251
H 0.461 2.219 -3.237
H -1.036 2.866 -3.776
H -1.359 1.045 -5.416
H -1.244 -0.625 -4.897
H 0.200 0.417 -4.886
H -3.198 1.606 -3.549
H -2.972 0.876 -1.959
H -3.158 -0.139 -3.400
H -0.636 0.402 -1.406
H 0.481 -0.093 -2.536
H -0.997 -2.031 -2.948
H -2.009 -1.388 -1.664
H 0.891 -2.405 -1.531
H -0.521 -3.168 -0.844
H -0.585 -1.463 2.247
H -1.346 -2.660 1.241
H 1.631 -1.792 1.843
H 1.335 -4.252 0.091
H 0.564 -3.998 1.670
H 2.310 -4.085 1.542
H 2.952 -2.684 -0.690
H 3.606 -2.098 0.790
H 5.293 -1.075 -0.551
H 4.759 -0.012 0.742
H 5.030 0.628 -0.895
H 3.757 -1.638 -2.429
H 3.510 0.053 -2.776
H 2.127 -1.045 -2.552
H 2.849 1.017 0.569
H 2.131 1.465 -2.197
H 3.441 2.208 -1.303
H 1.547 3.712 -1.741
H 1.984 3.616 -0.058
H -1.449 3.610 0.654
H 0.050 4.582 0.662
C 3.773 0.198 5.614
C 2.241 0.151 5.511
C 1.777 0.065 4.116
N 1.410 -0.001 3.029
H 4.033 0.233 6.669
H 4.174 1.086 5.129
H 4.223 -0.693 5.179
H 1.773 1.045 5.929
H 1.815 -0.709 6.032

***

[11]
18
Properties=species:S:1:pos:R:3 method="wB97M-V/def2-TZVPD" orbital_gap_ev=10.0532 smiles="[H]/N=C/NC(=C)C(N)N"
C 1.428 -0.357 0.349
N -1.065 -0.863 0.514
C -0.044 -0.047 0.016
N 1.976 0.722 1.147
N 2.250 -0.556 -0.848
C -2.407 -0.334 0.464
C -0.326 1.032 -0.719
N -3.441 -0.827 -0.067
H -1.261 -1.749 -0.017
H 1.480 -1.275 0.942
H 1.983 -1.395 -1.349
H 1.926 1.598 0.641
H 2.949 0.522 1.345
H 2.143 0.230 -1.482
H -4.297 -0.304 0.120
H -2.404 0.622 1.021
H 0.434 1.739 -1.008
H -1.323 1.242 -1.067

***

[12]
14
Properties=species:S:1:pos:R:3 method="wB97M-V/def2-TZVPD" orbital_gap_ev=9.6776 smiles="C[C@H]1C=CNC1=O"
C -1.847 0.138 0.185
C -0.443 0.280 -0.403
C 0.602 1.123 0.314
C 1.746 0.436 0.359
N 1.610 -0.825 -0.247
C 0.270 -1.078 -0.481
O -0.220 -2.167 -0.677
H -2.442 1.048 0.056
H -1.799 -0.103 1.250
H -2.372 -0.682 -0.318
H -0.546 0.601 -1.455
H 0.478 2.107 0.748
H 2.699 0.707 0.800
H 2.261 -1.585 -0.131